This record from OMol25 describes an isolated molecule of C7H16NP. The level of theory is ωB97M-V with the def2-TZVPD basis set.

```
25
Properties=species:S:1:pos:R:3:mulliken_charge:R:1
H -2.48396 -1.42720 0.69447 -0.056
P -1.16291 -1.52439 1.22751 -0.063
C -0.31002 -0.42327 0.37750 -0.117
N -1.19474 0.80659 -0.65625 -0.114
C -2.11509 1.46970 0.16273 -1.043
C -1.82267 0.11353 -1.80592 -0.843
C 1.13831 -0.27875 0.44370 2.201
C 1.66341 -0.10151 -0.99653 -1.533
C 1.52433 0.91099 1.27363 -1.829
C 1.66690 -1.67390 0.97980 -2.057
H -1.73430 1.91476 1.10267 0.251
H -2.55280 2.14802 -0.47421 0.451
H -2.92710 0.79562 0.52979 0.336
H -2.35785 0.84493 -2.47179 0.354
H -0.89662 -0.35079 -2.37870 0.196
H -2.44507 -0.75829 -1.54967 0.307
H 2.66968 0.41659 -1.10292 0.328
H 0.92562 0.64274 -1.52691 0.325
H 1.68039 -1.02564 -1.55082 0.376
H 1.17774 0.78468 2.31809 0.360
H 2.59758 1.07228 1.40796 0.463
H 1.28765 1.88683 0.83717 0.381
H 2.74457 -1.89495 0.65479 0.361
H 1.70582 -1.85143 2.05446 0.398
H 1.22114 -2.49715 0.44947 0.564
```

Results
SMILES   [H]/P=C(\N(C)C)C(C)(C)C
Kohn-Sham gap   8.90 eV
E_LUMO   0.4 eV
HOMO   -8.486 eV

This record from OMol25 describes a structure of composition C36H31AsN5O2PdS. The level of theory is ωB97M-V with the def2-TZVPD basis set.

```
77
Properties=species:S:1:pos:R:3:mulliken_charge:R:1
Pd -0.25682 1.40745 -0.11316 0.054
O 1.91694 1.04233 -1.56721 0.041
C 2.67942 2.04824 -1.49972 -0.149
C 4.10272 1.89374 -1.40967 -0.919
C 4.97046 2.95370 -1.34074 -0.455
C 4.50066 4.27157 -1.35469 -0.858
C 3.13407 4.46771 -1.43295 -0.419
C 2.21778 3.41554 -1.49125 0.854
C 0.79067 3.72900 -1.51081 0.047
N -0.21387 3.01720 -2.00083 -0.440
C -1.34750 3.77134 -1.80793 -0.389
C -1.04577 4.94263 -1.19124 -0.724
N 0.31796 4.91212 -1.00618 0.081
H 4.47408 0.87473 -1.39654 0.316
H 6.03774 2.76455 -1.27683 0.375
H 5.18186 5.11235 -1.32543 0.352
H 2.76482 5.48910 -1.48814 0.363
H -2.31555 3.39368 -2.09432 0.465
H -1.65420 5.75715 -0.84216 0.428
H 0.85913 5.56902 -0.47619 0.280
C -5.68320 1.29713 0.38432 -0.865
N -4.59244 1.56251 1.28821 0.367
C -4.67977 2.15521 2.53402 -0.674
C -3.42673 2.21871 3.02696 -0.268
N -2.58031 1.66555 2.08809 0.650
C -3.29530 1.26399 1.00135 -0.142
S -2.74967 0.53937 -0.40492 -0.479
C -1.14931 1.63132 2.23465 0.478
C -0.60188 0.77052 3.17555 -0.545
C 0.75803 0.87060 3.43095 -0.591
C 1.48927 1.82079 2.73440 -0.635
C 0.84447 2.65232 1.82676 -0.042
N -0.49497 2.62749 1.60597 -0.901
H -6.61762 1.53397 0.89003 0.317
H -5.67169 0.24795 0.08830 0.305
H -5.58404 1.90118 -0.51832 0.290
H -5.61754 2.47398 2.94891 0.410
H -3.04834 2.61089 3.95157 0.463
H -1.22534 0.01728 3.63968 0.435
H 1.23762 0.19964 4.13082 0.374
H 2.55882 1.91291 2.86031 0.389
H 1.38940 3.44162 1.32081 0.388
O 1.13391 -0.68391 0.85184 -0.331
As 0.59457 -1.99400 0.04121 1.511
C -0.52794 -3.07694 1.19111 -0.208
C -1.89506 -2.83196 1.26297 0.028
C -2.66635 -3.49480 2.20757 -0.774
C -2.07769 -4.39636 3.08281 -0.416
C -0.71126 -4.62871 3.02444 -0.706
C 0.06384 -3.96332 2.08527 -0.574
C -0.36730 -1.84078 -1.62897 0.542
C -0.24011 -0.71765 -2.43715 -0.074
C -0.93361 -0.67381 -3.64029 -0.829
C -1.71872 -1.74289 -4.04353 -0.504
C -1.81028 -2.87910 -3.25050 -0.791
C -1.13275 -2.92795 -2.04229 -0.344
C 2.12832 -3.05525 -0.45903 -0.113
C 3.26013 -2.30262 -0.76032 -0.460
C 4.41387 -2.94640 -1.18049 -0.399
C 4.44090 -4.33041 -1.29022 -0.498
C 3.31050 -5.07710 -0.99064 -0.689
C 2.14795 -4.43786 -0.57934 -0.123
H -2.35283 -2.10398 0.60023 0.275
H -3.72965 -3.29820 2.26356 0.410
H -2.68241 -4.91009 3.82051 0.382
H -0.24808 -5.32247 3.71497 0.393
H 1.13532 -4.12976 2.05175 0.474
H 0.39176 0.12161 -2.14007 0.500
H -0.85578 0.21345 -4.25539 0.485
H -2.26104 -1.69449 -4.98006 0.369
H -2.41621 -3.71982 -3.56624 0.392
H -1.21411 -3.81203 -1.41947 0.356
H 3.21443 -1.21981 -0.67044 0.165
H 5.29361 -2.36480 -1.42537 0.428
H 5.34493 -4.82932 -1.61679 0.365
H 3.33214 -6.15620 -1.07890 0.380
H 1.26094 -5.02028 -0.35518 0.353
```

Results
Kohn-Sham gap   5.54 eV
E_LUMO   2.5 eV
HOMO   -3.083 eV
Net charge   -1

This record from OMol25 describes a cluster of 2 separate species, C7H15FN2O5S2 in total. The level of theory is ωB97M-V with the def2-TZVPD basis set.

```
32
Properties=species:S:1:pos:R:3:mulliken_charge:R:1
N 0.94409 1.30558 1.21604 -0.378
C 0.70531 2.32606 0.23895 -0.766
N -0.63916 3.01996 0.30857 0.035
C -1.71943 2.18805 0.88657 -0.238
C -3.10011 2.61755 0.32223 -0.023
O -4.09018 2.05822 0.58601 -0.443
S -0.50810 4.49009 1.05731 1.158
O -1.75508 4.96612 1.54121 -0.587
O 0.06511 5.38298 0.12205 -0.577
F 0.45802 4.34323 2.33030 -0.230
H 0.53884 0.41032 0.96206 0.148
H 0.70234 1.58928 2.15688 0.246
H 1.46164 3.10754 0.41823 0.480
H 0.88650 1.97209 -0.78044 0.254
H -1.70885 2.28878 1.98136 0.372
H -1.60731 1.13500 0.59763 0.200
H -3.06913 3.52713 -0.32490 0.300
O -0.12379 -1.80487 0.94593 -0.698
S 0.53667 -1.78251 -0.33740 1.308
O 0.87945 -0.54395 -0.99274 -0.655
C 1.98777 -2.82050 -0.25219 -0.791
C 1.48252 -4.20630 -0.64027 -0.578
C 0.54151 -3.98861 -1.83137 -0.613
C -0.38293 -2.81781 -1.47774 -0.725
H 2.41112 -2.77936 0.74919 0.396
H 2.70718 -2.44513 -0.98016 0.372
H 2.30501 -4.87491 -0.89120 0.349
H 0.92925 -4.64881 0.19167 0.294
H 1.12889 -3.73908 -2.71793 0.307
H -0.03243 -4.88545 -2.06175 0.324
H -0.65070 -2.23300 -2.35494 0.384
H -1.28401 -3.15767 -0.96915 0.375
```

Results
SMILES   NCN(CC=O)S(=O)(=O)F.O=S1(=O)CCCC1
Kohn-Sham gap   10.18 eV
E_LUMO   0.4 eV
HOMO   -9.790 eV

This record from OMol25 describes a structure of composition C18H26FGaN5O. The level of theory is ωB97M-V with the def2-TZVPD basis set.

```
52
Properties=species:S:1:pos:R:3:mulliken_charge:R:1
N -3.83957 3.11797 6.82098 -0.633
Ga -4.51049 1.32104 6.52868 0.360
F -6.41500 1.42904 6.46767 -0.573
C -3.75002 0.37892 4.85355 -0.386
C -3.05457 1.43934 3.77356 -0.012
O -2.01326 0.95365 3.04779 -0.531
H -2.79841 3.09519 6.63569 0.188
H -3.90711 3.41529 7.82819 0.193
H -4.10785 0.43875 7.79848 -0.198
H -2.94884 -0.44058 5.16842 -0.058
H -4.63754 -0.20284 4.30800 0.310
H -3.45134 2.52592 3.59296 0.329
N -0.49626 -1.91707 4.16433 -0.022
C 0.29279 -1.49157 5.20109 -0.321
C 1.04818 -2.56094 5.62776 -0.611
C 0.70693 -3.66890 4.81584 -0.370
C -0.24672 -3.24229 3.91891 -0.615
H -1.15837 -1.34287 3.65882 0.243
H 0.24819 -0.46743 5.54660 0.418
H 1.76816 -2.54448 6.43564 0.419
H 1.11359 -4.67001 4.87824 0.408
H -0.76867 -3.76724 3.13001 0.381
N 0.80882 0.04467 1.08883 0.113
C 1.36314 -0.87177 1.94405 0.290
C 2.54108 -1.31630 1.38633 -1.115
C 2.70591 -0.63972 0.15413 0.084
C 1.62335 0.19652 -0.00304 -0.509
H -0.06416 0.53318 1.24014 0.206
H 0.87247 -1.12963 2.87301 -0.067
H 3.21005 -2.04785 1.82066 0.392
H 3.52633 -0.75010 -0.54316 0.397
H 1.36296 0.88381 -0.79688 0.282
N 3.13825 0.44249 -3.54265 -0.018
C 2.25049 0.25103 -4.56917 -0.364
C 2.88282 -0.48357 -5.54730 -0.112
C 4.19630 -0.74954 -5.09204 -0.691
C 4.32590 -0.16865 -3.85039 -0.459
H 2.94673 0.95387 -2.69092 0.214
H 1.24803 0.65417 -4.51659 0.215
H 2.44495 -0.79534 -6.48666 0.447
H 4.96469 -1.30555 -5.61350 0.377
H 5.15978 -0.13684 -3.16191 0.381
N -0.71687 1.54237 -6.69652 0.024
C -0.86633 2.60241 -7.55239 -0.495
C -1.00550 2.10308 -8.82813 -0.396
C -0.94370 0.69197 -8.73769 -0.414
C -0.76801 0.37304 -7.40978 -0.462
H -0.58970 1.61199 -5.69521 0.240
H -0.85929 3.61860 -7.18158 0.356
H -1.13848 2.69154 -9.72666 0.374
H -1.01987 -0.01543 -9.55333 0.391
H -0.67394 -0.58330 -6.91286 0.401
```

Results
Kohn-Sham gap   7.03 eV
E_LUMO   2.0 eV
HOMO   -5.026 eV
Net charge   -1

This record from OMol25 describes an isolated molecule of C3H2N2O2. The level of theory is ωB97M-V with the def2-TZVPD basis set.

```
9
Properties=species:S:1:pos:R:3:lowdin_spin:R:1
C -0.72865 -0.75335 0.02828 0.107
C -0.86947 0.55940 -0.03019 -0.006
C 0.72796 -1.06041 0.00824 0.096
N 1.43829 0.10999 -0.05967 0.563
N 0.54816 1.11638 0.01560 0.340
O 0.87420 2.27803 0.06656 0.587
O 1.10337 -2.18499 0.01498 0.310
H -1.54035 -1.43905 0.04163 0.006
H -1.55350 1.37401 -0.08543 -0.003
```

Results
Expectation value of S²   2.034
Kohn-Sham gap (spin up / spin down)   9.30 / 7.14 eV
Multiplicity   3
E_LUMO (spin up / spin down)   0.8 / -3.6 eV
HOMO (spin up / spin down)   -8.532 / -10.772 eV

This record from OMol25 describes an isolated molecule of C20H18Cl2N4O. The level of theory is ωB97M-V with the def2-TZVPD basis set.

```
45
Properties=species:S:1:pos:R:3:mulliken_charge:R:1
C -1.49502 -3.95749 -1.55035 -1.057
N -1.29089 -2.91658 -0.53842 0.300
C -1.58378 -3.09052 0.86529 -1.199
C -0.35986 -3.56694 1.66361 -0.479
C 0.90426 -2.91307 1.44940 -0.905
N 0.65833 -1.42300 1.28783 0.212
C 0.76496 -0.54780 2.39252 0.734
O 1.22218 -1.00455 3.40488 -0.617
C 0.30853 0.97948 2.36017 -1.422
C 0.36091 1.53497 3.72296 0.686
C -0.79954 1.56508 4.57449 0.142
Cl -2.21921 0.45777 4.45032 -0.200
C -0.64505 2.30071 5.72330 -0.497
C 0.59066 2.90128 6.08393 -0.512
C 1.69158 2.86259 5.26756 -0.583
C 1.55632 2.29216 4.04166 0.316
Cl 2.97909 2.30520 2.99745 -0.195
C 0.30794 -1.02575 -0.07645 0.227
N 0.70695 0.21726 -0.47219 -0.537
C 0.22920 0.77574 -1.64909 0.246
C 0.66638 2.03430 -2.06399 -0.771
C -0.00378 2.64427 -3.11701 -0.417
C -0.93229 1.95199 -3.98704 -0.421
C -1.23170 0.58241 -3.68790 -0.503
C -0.72084 0.00006 -2.44992 0.350
N -1.12529 -1.20581 -2.02887 -0.667
C -0.67776 -1.77632 -0.92106 0.534
H -1.05661 -3.62625 -2.49852 0.327
H -1.06469 -4.93521 -1.28947 0.286
H -2.54039 -3.99578 -1.59608 0.432
H -1.86401 -2.13227 1.18411 0.532
H -2.41754 -3.76705 0.96002 0.397
H -0.60774 -3.39331 2.67510 0.414
H -0.21689 -4.60512 1.48941 0.404
H 1.56295 -3.11827 2.24702 0.466
H 1.57307 -3.29805 0.54805 0.277
H -0.59384 1.13611 1.76365 0.545
H 1.03087 1.38872 1.66890 0.495
H -1.42513 2.56201 6.37123 0.431
H 0.76623 3.26021 7.10183 0.346
H 2.61279 3.44233 5.49444 0.326
H 1.43510 2.53801 -1.58577 0.545
H 0.13333 3.68119 -3.42725 0.334
H -1.42070 2.35372 -4.91221 0.316
H -1.79024 0.08849 -4.49316 0.362
```

Results
SMILES   CN1CCCN(C(=O)Cc2c(Cl)cccc2Cl)c2nc3ccccc3nc21
Kohn-Sham gap   7.74 eV
E_LUMO   -0.1 eV
HOMO   -7.869 eV

Number 6 is which compound? C20H18Cl2N4O

Repeat the fourth record exactly.
This record from OMol25 describes a structure of composition C18H26FGaN5O. The level of theory is ωB97M-V with the def2-TZVPD basis set.

```
52
Properties=species:S:1:pos:R:3:mulliken_charge:R:1
N -3.83957 3.11797 6.82098 -0.633
Ga -4.51049 1.32104 6.52868 0.360
F -6.41500 1.42904 6.46767 -0.573
C -3.75002 0.37892 4.85355 -0.386
C -3.05457 1.43934 3.77356 -0.012
O -2.01326 0.95365 3.04779 -0.531
H -2.79841 3.09519 6.63569 0.188
H -3.90711 3.41529 7.82819 0.193
H -4.10785 0.43875 7.79848 -0.198
H -2.94884 -0.44058 5.16842 -0.058
H -4.63754 -0.20284 4.30800 0.310
H -3.45134 2.52592 3.59296 0.329
N -0.49626 -1.91707 4.16433 -0.022
C 0.29279 -1.49157 5.20109 -0.321
C 1.04818 -2.56094 5.62776 -0.611
C 0.70693 -3.66890 4.81584 -0.370
C -0.24672 -3.24229 3.91891 -0.615
H -1.15837 -1.34287 3.65882 0.243
H 0.24819 -0.46743 5.54660 0.418
H 1.76816 -2.54448 6.43564 0.419
H 1.11359 -4.67001 4.87824 0.408
H -0.76867 -3.76724 3.13001 0.381
N 0.80882 0.04467 1.08883 0.113
C 1.36314 -0.87177 1.94405 0.290
C 2.54108 -1.31630 1.38633 -1.115
C 2.70591 -0.63972 0.15413 0.084
C 1.62335 0.19652 -0.00304 -0.509
H -0.06416 0.53318 1.24014 0.206
H 0.87247 -1.12963 2.87301 -0.067
H 3.21005 -2.04785 1.82066 0.392
H 3.52633 -0.75010 -0.54316 0.397
H 1.36296 0.88381 -0.79688 0.282
N 3.13825 0.44249 -3.54265 -0.018
C 2.25049 0.25103 -4.56917 -0.364
C 2.88282 -0.48357 -5.54730 -0.112
C 4.19630 -0.74954 -5.09204 -0.691
C 4.32590 -0.16865 -3.85039 -0.459
H 2.94673 0.95387 -2.69092 0.214
H 1.24803 0.65417 -4.51659 0.215
H 2.44495 -0.79534 -6.48666 0.447
H 4.96469 -1.30555 -5.61350 0.377
H 5.15978 -0.13684 -3.16191 0.381
N -0.71687 1.54237 -6.69652 0.024
C -0.86633 2.60241 -7.55239 -0.495
C -1.00550 2.10308 -8.82813 -0.396
C -0.94370 0.69197 -8.73769 -0.414
C -0.76801 0.37304 -7.40978 -0.462
H -0.58970 1.61199 -5.69521 0.240
H -0.85929 3.61860 -7.18158 0.356
H -1.13848 2.69154 -9.72666 0.374
H -1.01987 -0.01543 -9.55333 0.391
H -0.67394 -0.58330 -6.91286 0.401
```

Results
Kohn-Sham gap   7.03 eV
E_LUMO   2.0 eV
HOMO   -5.026 eV
Net charge   -1